1.
An isolated ion of composition C2H2NO2S2 and charge -1. Source: OMol25; level of theory: the ωB97M-V functional and the def2-TZVPD basis.

XYZ file:
```
9
Properties=species:S:1:pos:R:3:forces:R:3
C 0.2910 0.2041 0.9153 -0.80 4.38 2.01
C -0.8762 0.6389 -0.0670 -1.24 1.15 0.40
N 0.9895 -0.8311 0.4837 1.69 -3.84 -2.16
O 0.5208 0.8905 1.9665 -0.43 -2.56 -3.24
O 1.8520 -1.0967 -1.9335 -0.59 -1.73 2.06
S -2.4383 -0.2706 0.3558 0.91 0.32 -0.33
S 1.3840 -1.8161 -0.6884 -0.51 4.60 0.33
H -1.0743 1.7903 0.1252 0.74 -2.34 -0.21
H -0.6486 0.4907 -1.1574 0.23 0.02 1.16
```
Forces are in eV/Å.

Properties
**HOMO-LUMO gap (alpha / beta)**: 0.1925 / 0.1608 hartree
**Energy relative to the best compared isomer or geometry (same formula, charge and spin)**: 72.79 kcal per mole
**F_max**: 4.882 eV/A
**Net charge**: -1
**Calculated total energy**: -29361.16037 eV
**LUMO (alpha / beta)**: 1.91 / 1.43 eV

=====

2.
C30H32N4S4Sr as an isolated structure. Source: OMol25; level of theory: the ωB97M-V functional and the def2-TZVPD basis.

XYZ file:
```
71
Properties=species:S:1:pos:R:3:forces:R:3
Sr 0.3653 0.5012 1.1029 -0.21 -0.20 -0.25
C 1.0712 -1.9960 -1.6794 -0.02 -0.02 0.00
N 0.0941 -1.9419 -0.5996 0.07 0.17 0.10
C 0.4220 -2.9120 0.4582 0.00 -0.01 0.00
C 1.8292 -2.8126 1.0326 0.01 0.04 0.00
N 2.1370 -1.5824 1.8012 -0.08 -0.01 0.01
C 3.3177 -0.8846 1.2587 -0.03 0.07 -0.01
C 2.3449 -1.8519 3.2194 0.01 -0.03 -0.05
C 3.2821 -2.8271 3.5610 0.02 0.00 0.01
C 3.5691 -3.1523 4.8736 -0.03 0.02 0.05
C 2.8949 -2.4656 5.8812 -0.02 0.03 -0.05
C 1.9794 -1.4862 5.5559 0.00 0.01 -0.08
C 1.6698 -1.1272 4.2214 0.02 -0.05 0.05
S 0.5188 0.1516 3.9579 0.09 -0.03 0.25
C -1.2694 -2.0878 -1.0408 -0.07 -0.04 -0.05
C -1.5437 -2.5417 -2.3328 0.01 -0.02 0.04
C -2.8412 -2.6994 -2.8034 -0.01 0.00 0.02
C -3.9017 -2.4204 -1.9564 0.02 0.02 0.06
C -3.6457 -1.9741 -0.6694 0.06 0.02 -0.05
C -2.3469 -1.7670 -0.1719 0.03 -0.02 0.00
S -2.1477 -1.1191 1.4394 -0.02 -0.09 -0.02
H 1.1736 -3.0108 -2.0991 0.00 0.00 0.00
H 2.0416 -1.6676 -1.3218 -0.01 0.01 0.00
H 0.7899 -1.3046 -2.4701 -0.01 0.00 -0.02
H 0.3132 -3.9356 0.0600 0.01 -0.01 -0.04
H -0.2990 -2.7878 1.2664 -0.04 0.01 -0.02
H 2.5788 -2.9395 0.2464 0.00 0.00 0.01
H 1.9217 -3.6808 1.6866 0.04 -0.01 0.02
H 4.2116 -1.5232 1.2594 0.01 -0.03 0.02
H 3.5281 -0.0041 1.8681 -0.06 0.02 0.01
H 3.1305 -0.5449 0.2361 -0.03 0.00 0.03
H 3.8052 -3.3497 2.7660 -0.01 0.02 -0.01
H 4.3004 -3.9171 5.1057 0.00 0.00 0.00
H 3.0925 -2.6937 6.9232 -0.02 0.01 0.00
H 1.4601 -0.9423 6.3352 0.01 -0.02 0.01
H -0.7323 -2.7765 -3.0063 0.01 0.01 0.02
H -3.0094 -3.0358 -3.8196 0.00 0.00 0.00
H -4.9244 -2.5360 -2.2983 0.00 0.01 0.02
H -4.4642 -1.7346 -0.0009 -0.01 0.00 -0.01
C -1.1797 1.3704 -4.0103 -0.02 -0.01 0.01
C -2.3461 1.1708 -3.0473 -0.03 0.04 -0.05
C -3.6797 1.4544 -3.7473 0.02 -0.02 0.00
C -2.2305 1.9886 -1.7756 0.00 -0.02 0.01
C -1.4033 3.0999 -1.6489 0.03 -0.01 0.01
C -1.2827 3.7656 -0.4358 0.02 -0.03 -0.03
C -1.9852 3.3437 0.6890 -0.03 0.04 0.04
C -1.7862 4.0005 2.0319 -0.03 -0.04 -0.08
C -2.8345 2.2473 0.5540 0.00 0.11 0.04
C -2.9553 1.5865 -0.6578 0.02 -0.03 0.00
H -1.2359 0.6367 -4.8189 -0.01 0.01 -0.01
H -0.2187 1.2604 -3.5027 -0.04 0.01 -0.04
H -1.2094 2.3662 -4.4646 0.01 -0.02 0.00
H -2.3542 0.1189 -2.7412 0.01 0.02 0.00
H -3.7325 2.5065 -4.0441 -0.01 -0.02 -0.01
H -4.5230 1.2458 -3.0860 0.01 0.01 -0.01
H -3.7850 0.8364 -4.6445 0.00 0.01 0.02
H -0.7793 3.4101 -2.4773 -0.02 0.01 0.01
H -0.5749 4.5802 -0.3430 0.00 0.01 0.00
H -1.1073 3.4132 2.6550 0.01 0.02 0.01
H -2.7339 4.0914 2.5672 0.00 0.01 0.00
H -1.3404 4.9886 1.9243 0.01 0.00 0.00
H -3.3785 1.8764 1.4148 0.02 -0.03 0.01
H -3.5757 0.6996 -0.7185 -0.01 0.02 0.01
S 1.7399 3.1322 1.4747 0.16 -0.10 -0.11
C 2.7804 3.2521 0.0826 0.02 0.20 0.09
C 3.7918 4.2798 0.1857 -0.08 -0.09 -0.02
N 4.5860 5.1087 0.2944 0.00 0.02 0.01
C 2.7515 2.5148 -1.0663 0.01 -0.01 -0.21
S 1.6413 1.2263 -1.4802 0.26 0.06 0.11
C 3.7285 2.8042 -2.0859 -0.09 -0.02 0.10
N 4.4955 3.0047 -2.9241 0.01 0.00 -0.02
```
Forces are in eV/Å.

Properties
**HOMO-LUMO gap**: 0.2202 hartree
**Energy relative to the best compared isomer or geometry (same formula, charge and spin)**: 11.64 kcal per mole
**F_max**: 0.381 eV/A
**Net charge**: -2
**Calculated total energy**: -81772.27459 eV
**LUMO**: 4.40 eV

=====

3.
C6F18N3O12PbS6 as an isolated structure. Source: OMol25; level of theory: the ωB97M-V functional and the def2-TZVPD basis.

XYZ file:
```
46
Properties=species:S:1:pos:R:3:forces:R:3
Pb -3.4229 -13.9999 -5.5790 0.19 0.89 0.23
C -4.9051 -9.6182 -6.3027 0.20 0.04 -0.35
F -4.4543 -9.0250 -7.4345 0.58 -0.39 0.94
F -3.9198 -9.6893 -5.3082 -1.76 0.15 -2.16
F -5.8987 -8.8192 -5.8768 0.77 -1.11 0.16
S -5.5264 -11.3966 -6.8872 3.55 -1.36 2.05
O -6.7406 -11.1911 -7.5407 -1.99 0.70 -0.76
O -4.4903 -12.1392 -7.6066 0.06 1.43 -0.01
N -5.4786 -12.1821 -5.4850 -0.62 0.72 0.08
S -6.8447 -12.1524 -4.6208 0.72 1.47 0.64
O -7.5410 -10.9035 -4.6288 0.21 0.58 0.15
O -7.5731 -13.3010 -4.9291 -1.55 -2.54 -0.02
C -6.0950 -12.3439 -2.8949 -1.16 -1.16 -3.36
F -5.1884 -13.2979 -3.0491 0.69 -0.74 0.83
F -5.4828 -11.2283 -2.6274 -0.09 0.71 1.56
F -7.0517 -12.7889 -2.0736 0.80 1.01 0.42
C -1.4019 -13.7691 -0.8158 1.03 2.19 -3.17
F -2.4131 -12.9367 -0.6289 0.08 0.13 0.36
F -0.2605 -13.2638 -0.3460 -0.38 -0.07 0.66
F -1.6580 -14.9166 -0.3512 -0.39 -1.85 1.24
S -1.0512 -13.8862 -2.7401 -1.35 1.66 -2.05
O -2.2873 -13.3560 -3.4829 1.51 -1.16 1.85
O 0.1231 -13.1656 -3.1893 -0.60 -0.22 1.22
N -0.9070 -15.4320 -2.7989 -0.33 0.52 0.17
S -0.5028 -16.0621 -4.1781 -0.16 -1.25 -0.09
O -0.9897 -15.4235 -5.3680 -1.40 0.79 -0.41
O 0.8652 -16.4094 -4.2630 0.70 -0.88 0.41
C -1.6114 -17.5667 -3.8841 0.65 -0.97 1.36
F -1.3471 -18.5976 -4.6849 -0.48 0.78 -0.43
F -1.3576 -18.0476 -2.6296 -0.06 0.55 -0.60
F -2.9119 -17.2222 -3.8905 0.78 -0.14 -0.61
C -6.6551 -15.9082 -7.1470 -2.46 -0.68 -0.26
F -6.5306 -14.7240 -7.6821 0.51 1.00 0.71
F -7.7710 -15.9695 -6.3410 1.50 0.29 -0.88
F -6.8770 -16.7187 -8.1869 0.40 -0.53 0.59
S -5.2646 -16.4814 -6.0803 -2.17 -1.95 4.50
O -5.1727 -15.4991 -4.9326 -1.02 -0.93 -1.39
O -5.6435 -17.8562 -5.7297 0.85 2.82 -1.02
N -3.9004 -16.2128 -6.6948 1.50 0.83 -1.40
S -3.2719 -17.0085 -7.8949 2.34 -0.77 -0.94
O -1.9475 -17.4170 -7.5781 0.34 0.45 0.15
O -4.1528 -17.9624 -8.4262 -1.50 -1.03 -0.75
C -3.1225 -15.7464 -9.2510 -1.81 -0.56 -0.68
F -2.4711 -14.6522 -8.9934 1.45 0.54 0.52
F -2.6437 -16.3590 -10.3519 -0.04 0.46 0.79
F -4.3826 -15.3288 -9.5061 -0.08 -0.43 -0.24
```
Forces are in eV/Å.

Properties
**HOMO-LUMO gap**: 0.3678 hartree
**Energy relative to the best compared isomer or geometry (same formula, charge and spin)**: 22.20 kcal per mole
**F_max**: 5.365 eV/A
**Net charge**: -1
**Calculated total energy**: -154435.36499 eV
**LUMO**: 1.89 eV

=====

4.
C6H21MnN4 as an isolated structure. Source: OMol25; level of theory: the ωB97M-V functional and the def2-TZVPD basis.

XYZ file:
```
32
Properties=species:S:1:pos:R:3:forces:R:3
C -1.5576 0.4401 -3.2202 -0.18 1.92 -0.74
Mn 0.1338 0.8633 -2.1877 0.48 1.40 0.43
N 0.7896 -0.9734 -3.0845 0.62 -0.78 -0.76
H -0.1369 2.4253 -1.7965 -0.36 -0.18 -0.13
H 1.1563 1.9991 -1.7649 1.10 0.33 -0.19
H -2.0492 1.4349 -3.2350 -0.27 -0.80 -0.16
H -2.1303 -0.2945 -2.6798 -0.46 -0.64 -0.83
H -1.0764 0.2880 -4.2224 -1.09 -0.49 0.61
H 0.2804 -1.4965 -2.3588 0.49 0.05 -0.53
H 1.7662 -1.2713 -3.1209 -0.37 -0.10 0.18
H 0.3629 -1.1363 -4.0011 0.18 -0.02 0.54
C 2.6225 0.1571 1.4643 -0.01 0.34 -0.20
N 1.2150 -0.1205 1.7626 0.29 0.23 -0.63
C 0.9382 -0.6235 3.0735 0.39 0.19 0.38
C 0.2861 -0.1308 0.7685 1.01 0.00 -1.81
N 0.6964 -0.2182 -0.5171 0.72 -0.59 3.08
N -1.0237 -0.0090 1.0639 -0.56 -0.12 0.01
C -1.5352 0.4030 2.3573 -0.30 -0.04 0.47
C -2.0662 -0.3085 0.0828 0.18 0.11 -0.11
H 3.1416 0.3066 2.4235 -0.20 -0.07 -0.44
H 2.7070 1.0993 0.8801 -0.01 -0.61 0.20
H 3.1292 -0.6775 0.9203 -0.25 0.41 0.33
H 0.5734 0.1817 3.6823 -0.39 0.16 0.80
H 0.2590 -1.4586 3.0541 -0.30 -0.38 0.09
H 1.8651 -0.9278 3.5246 0.28 -0.43 0.10
H 1.7256 -0.3836 -0.4231 -1.31 0.15 -0.72
H -2.5526 0.8001 2.2106 0.44 -0.07 0.02
H -1.6092 -0.4704 3.0307 -0.13 0.51 -0.03
H -0.9249 1.1843 2.8466 -0.25 -0.37 -0.43
H -2.7205 0.5796 -0.0121 0.15 -0.50 0.07
H -1.6106 -0.4556 -0.9006 -0.21 -0.16 0.49
H -2.6546 -1.2065 0.3792 0.32 0.57 -0.11
```
Forces are in eV/Å.

Properties
**HOMO-LUMO gap (alpha / beta)**: 0.0870 / 0.2427 hartree
**Energy relative to the best compared isomer or geometry (same formula, charge and spin)**: 0.00 kcal per mole
**Spin multiplicity**: 6
**F_max**: 3.219 eV/A
**Net charge**: -1
**Calculated total energy**: -43838.29118 eV
**LUMO (alpha / beta)**: 3.11 / 3.06 eV

=====

Q: Look up the calculated total energy of the first one.
A: -29361.16037 eV

=====

Q: Which value of F_max does entry 3 give?
A: 5.365 eV/A

=====

Q: Which formula does entry 2 have?
A: C30H32N4S4Sr

=====

Q: Look up the calculated total energy of the fourth one.
A: -43838.29118 eV